(1)
Molecular formula: C38H114O27
Method: DFT, ωB97M-V/def2-TZVPD

Values from the calculation:
Frontier orbital gap = 9.42 eV
E_HOMO = -9.1 eV
E_tot = -3547.25894 a.u.

The geometry in XYZ format:
```
179
Properties=species:S:1:pos:R:3:lowdin_charge:R:1
C 5.363 29.293 9.555 -0.090
O 5.818 28.329 10.479 -0.196
C 6.557 28.867 11.533 -0.215
C 7.344 27.814 12.273 -0.206
O 8.112 27.096 11.335 -0.171
C 8.945 26.137 11.941 -0.101
H 4.338 29.602 9.778 0.092
H 5.412 28.848 8.557 0.093
H 6.018 30.169 9.477 0.088
H 5.924 29.433 12.225 0.134
H 7.306 29.560 11.124 0.126
H 6.650 27.140 12.802 0.113
H 7.936 28.285 13.071 0.133
H 8.363 25.402 12.505 0.072
H 9.636 26.626 12.641 0.091
H 9.509 25.664 11.142 0.083
C 6.234 19.983 15.740 -0.091
O 7.073 19.686 16.823 -0.180
C 6.431 19.042 17.888 -0.221
C 5.533 19.966 18.696 -0.191
O 6.345 21.088 19.054 -0.179
C 5.773 21.837 20.077 -0.142
H 5.814 19.094 15.241 0.093
H 6.831 20.419 14.939 0.068
H 5.461 20.695 16.038 0.096
H 7.207 18.655 18.543 0.126
H 5.799 18.237 17.484 0.110
H 5.309 19.449 19.638 0.126
H 4.639 20.342 18.196 0.125
H 6.408 22.714 20.238 0.089
H 5.756 21.321 21.049 0.087
H 4.769 22.245 19.903 0.090
C 8.192 18.311 12.866 -0.067
O 8.339 19.720 12.806 -0.211
C 7.238 20.394 12.241 -0.187
C 7.825 21.271 11.154 -0.193
O 8.688 22.245 11.717 -0.181
C 9.622 22.707 10.777 -0.114
H 7.276 18.010 13.377 0.074
H 9.046 17.784 13.296 0.074
H 8.160 17.936 11.830 0.091
H 6.736 21.097 12.919 0.116
H 6.458 19.757 11.823 0.112
H 7.067 21.796 10.551 0.121
H 8.340 20.605 10.441 0.135
H 10.397 23.321 11.225 0.075
H 9.173 23.211 9.909 0.089
H 10.139 21.865 10.291 0.087
C 8.853 16.299 16.154 -0.061
O 7.907 15.252 15.975 -0.195
C 6.848 15.304 16.895 -0.220
C 5.951 14.099 16.791 -0.220
O 6.629 12.927 17.183 -0.165
C 5.909 11.764 16.836 -0.111
H 9.725 15.972 16.722 0.100
H 8.397 17.157 16.656 0.078
H 9.139 16.585 15.143 0.070
H 6.203 16.172 16.666 0.114
H 7.173 15.424 17.937 0.141
H 5.598 14.037 15.750 0.116
H 5.072 14.221 17.436 0.135
H 6.636 10.958 16.954 0.090
H 5.517 11.752 15.817 0.088
H 5.104 11.554 17.550 0.088
C 11.366 24.430 14.527 -0.109
O 10.794 24.832 15.738 -0.182
C 11.716 25.457 16.597 -0.220
C 11.167 25.485 18.008 -0.206
O 10.814 24.211 18.501 -0.168
C 11.920 23.519 19.015 -0.119
H 11.834 23.454 14.722 0.083
H 12.166 25.057 14.117 0.082
H 10.618 24.254 13.755 0.078
H 11.846 26.499 16.270 0.132
H 12.692 24.956 16.545 0.119
H 10.259 26.090 18.011 0.124
H 11.919 25.955 18.653 0.126
H 12.770 23.476 18.321 0.085
H 11.630 22.475 19.152 0.084
H 12.259 23.904 19.983 0.090
C 14.492 16.595 13.903 -0.106
O 13.744 17.548 14.611 -0.170
C 12.365 17.430 14.423 -0.216
C 11.672 18.273 15.457 -0.237
O 11.821 17.731 16.737 -0.183
C 11.268 18.460 17.817 -0.081
H 15.487 16.553 14.333 0.088
H 14.478 16.757 12.819 0.085
H 14.051 15.593 14.039 0.090
H 11.983 16.412 14.594 0.134
H 12.132 17.785 13.415 0.116
H 10.604 18.451 15.231 0.106
H 12.065 19.307 15.420 0.124
H 11.575 19.508 17.861 0.088
H 11.627 17.933 18.700 0.093
H 10.177 18.357 17.782 0.074
C 7.465 25.633 16.314 -0.112
O 6.508 25.422 15.319 -0.166
C 6.658 24.270 14.539 -0.213
C 5.749 24.304 13.333 -0.224
O 4.398 24.180 13.692 -0.160
C 3.549 24.428 12.601 -0.104
H 8.412 26.037 15.932 0.073
H 7.687 24.719 16.871 0.095
H 7.094 26.412 16.980 0.087
H 6.343 23.371 15.097 0.129
H 7.691 24.105 14.211 0.115
H 6.022 23.462 12.680 0.120
H 5.947 25.261 12.827 0.103
H 3.603 25.453 12.226 0.088
H 2.532 24.228 12.944 0.087
H 3.722 23.710 11.788 0.087
C 11.587 16.689 10.424 -0.100
O 11.263 15.331 10.237 -0.192
C 11.294 14.959 8.890 -0.235
C 11.092 13.481 8.750 -0.226
O 12.235 12.813 9.189 -0.177
C 12.070 11.425 9.356 -0.106
H 11.398 16.929 11.464 0.066
H 11.038 17.310 9.706 0.093
H 12.648 16.868 10.196 0.092
H 12.275 15.253 8.490 0.133
H 10.541 15.484 8.285 0.126
H 10.740 13.138 7.775 0.131
H 10.282 13.248 9.471 0.121
H 12.998 10.997 9.720 0.086
H 11.745 10.920 8.439 0.088
H 11.308 11.277 10.139 0.091
O 10.482 20.947 13.878 -0.044
H 9.598 21.043 13.475 0.041
H 10.299 20.702 14.792 0.053
O 13.005 22.183 9.458 -0.064
H 13.956 22.327 9.437 0.047
H 12.781 22.042 10.406 0.008
O 10.942 22.645 7.470 -0.079
H 11.510 22.419 8.231 -0.015
H 10.804 23.596 7.545 0.030
O 6.417 15.620 13.625 -0.044
H 7.149 15.487 14.258 0.033
H 5.655 15.836 14.175 0.050
O 3.874 20.541 11.090 -0.072
H 4.060 20.955 10.232 0.005
H 4.280 19.666 11.001 -0.019
C 6.464 24.750 9.586 -0.166
O 5.279 25.511 9.529 -0.109
H 6.853 24.663 10.608 0.054
H 6.286 23.750 9.200 0.067
H 7.248 25.193 8.956 0.086
H 5.480 26.404 9.829 0.039
C 3.717 17.135 11.019 -0.151
O 4.892 17.820 10.666 -0.157
H 2.892 17.841 11.122 0.078
H 3.439 16.430 10.232 0.084
H 3.790 16.616 11.980 0.075
H 5.631 17.197 10.541 0.046
C 5.608 20.324 7.629 -0.124
O 4.535 21.096 8.213 -0.138
H 5.692 19.394 8.204 0.071
H 5.440 20.107 6.572 0.078
H 6.559 20.850 7.695 0.074
H 3.749 20.687 7.832 0.083
C 13.001 25.706 11.097 -0.154
O 12.687 26.575 10.015 -0.118
H 12.172 25.579 11.804 0.049
H 13.352 24.776 10.666 0.068
H 13.774 26.169 11.727 0.080
H 12.589 27.469 10.351 0.073
C 13.744 21.561 12.676 -0.141
O 12.443 21.840 12.206 -0.169
H 14.499 22.012 12.036 0.076
H 13.838 22.003 13.676 0.078
H 13.976 20.499 12.802 0.080
H 11.785 21.510 12.853 0.037
C 7.934 15.231 10.260 -0.138
O 6.682 15.701 10.722 -0.137
H 7.988 15.239 9.173 0.085
H 8.766 15.854 10.616 0.061
H 8.213 14.234 10.617 0.085
H 6.709 15.550 11.684 0.048
```



(2)
Molecular formula: C33H90O12
Method: DFT, ωB97M-V/def2-TZVPD

Values from the calculation:
Frontier orbital gap = 10.40 eV
E_HOMO = -10.0 eV
ΔE to the lowest compared entry with this formula, charge and spin = 0.379 eV
E_tot = -2214.14998 a.u.

The geometry in XYZ format:
```
135
Properties=species:S:1:pos:R:3:lowdin_charge:R:1
C 1.944 3.379 -2.088 -0.052
C 2.102 2.943 -3.534 -0.469
C 1.112 1.891 -4.031 -0.061
O 1.892 4.119 -4.342 -0.062
H 1.026 3.946 -1.942 0.087
H 2.800 3.964 -1.753 0.080
H 1.977 2.464 -1.488 0.058
H 3.157 2.683 -3.668 0.121
H 0.099 2.281 -4.085 0.084
H 1.154 0.969 -3.447 0.044
H 1.417 1.590 -5.038 0.080
H 1.995 3.911 -5.273 0.081
C -3.380 -2.432 0.789 -0.049
C -4.336 -3.426 1.427 -0.489
C -5.485 -2.737 2.178 -0.051
O -4.904 -4.256 0.403 -0.060
H -3.864 -1.788 0.056 0.083
H -2.614 -3.012 0.269 0.061
H -2.927 -1.840 1.582 0.084
H -3.778 -4.068 2.116 0.117
H -5.185 -2.337 3.147 0.071
H -6.326 -3.420 2.313 0.073
H -5.874 -1.902 1.594 0.083
H -5.371 -4.963 0.859 0.084
C 1.177 -4.162 -1.835 -0.058
C 1.638 -4.098 -3.279 -0.488
C 2.996 -4.711 -3.556 -0.061
O 0.618 -4.632 -4.135 -0.052
H 0.343 -3.468 -1.730 0.062
H 1.937 -3.720 -1.178 0.079
H 0.975 -5.175 -1.488 0.086
H 1.728 -3.043 -3.564 0.118
H 3.058 -5.781 -3.340 0.083
H 3.735 -4.281 -2.866 0.076
H 3.354 -4.488 -4.559 0.080
H 0.320 -5.460 -3.742 0.087
C -0.288 1.257 0.796 -0.034
C -0.539 0.454 -0.451 -0.450
C 0.082 -0.953 -0.382 -0.036
O -1.960 0.261 -0.554 -0.066
H -0.527 0.644 1.668 0.064
H -0.910 2.152 0.859 0.056
H 0.745 1.608 0.844 0.073
H -0.129 0.976 -1.327 0.120
H -0.326 -1.421 0.514 0.062
H 1.172 -0.992 -0.356 0.074
H -0.229 -1.478 -1.290 0.064
H -2.041 -0.437 -1.221 0.057
C 4.605 3.575 3.451 -0.060
C 4.481 3.395 1.950 -0.474
C 3.056 3.589 1.465 -0.056
O 5.302 4.376 1.292 -0.056
H 4.085 4.490 3.765 0.084
H 5.640 3.655 3.787 0.083
H 4.162 2.764 4.034 0.062
H 4.848 2.398 1.700 0.139
H 2.721 4.619 1.611 0.087
H 2.308 2.962 1.963 0.054
H 2.950 3.346 0.407 0.047
H 5.073 5.216 1.705 0.082
C 1.162 -0.745 3.618 -0.066
C 1.854 0.502 4.108 -0.486
C 1.427 0.830 5.532 -0.046
O 3.279 0.331 4.149 -0.061
H 1.557 -1.642 4.102 0.092
H 1.120 -0.889 2.537 0.058
H 0.114 -0.730 3.940 0.072
H 1.672 1.347 3.434 0.112
H 1.664 -0.040 6.149 0.088
H 0.382 1.112 5.632 0.071
H 2.047 1.638 5.927 0.079
H 3.527 -0.247 3.420 0.087
C 3.279 -0.742 -2.319 -0.063
C 4.353 -1.150 -3.310 -0.481
C 4.550 -0.118 -4.399 -0.047
O 5.531 -1.346 -2.523 -0.047
H 2.286 -0.869 -2.760 0.060
H 3.370 0.253 -1.883 0.083
H 3.269 -1.442 -1.479 0.073
H 4.073 -2.128 -3.714 0.110
H 4.683 0.882 -3.987 0.074
H 3.678 -0.123 -5.060 0.081
H 5.399 -0.324 -5.055 0.079
H 6.307 -1.467 -3.079 0.086
C -4.313 2.869 3.777 -0.045
C -3.827 1.516 3.261 -0.488
C -2.518 1.071 3.906 -0.064
O -4.833 0.502 3.358 -0.055
H -4.250 2.903 4.865 0.083
H -5.345 3.032 3.463 0.083
H -3.758 3.674 3.294 0.064
H -3.619 1.620 2.192 0.129
H -2.624 0.798 4.960 0.083
H -1.856 1.941 3.858 0.079
H -2.110 0.204 3.390 0.055
H -5.088 0.500 4.290 0.088
C -1.523 -0.402 -4.487 -0.063
C -2.562 -1.496 -4.362 -0.475
C -2.317 -2.687 -5.298 -0.038
O -2.538 -1.907 -2.997 -0.066
H -1.737 0.356 -3.730 0.072
H -1.509 0.091 -5.460 0.086
H -0.510 -0.774 -4.318 0.077
H -3.550 -1.073 -4.569 0.136
H -3.260 -3.193 -5.503 0.074
H -1.607 -3.372 -4.837 0.064
H -1.909 -2.323 -6.242 0.078
H -3.381 -2.240 -2.680 0.096
C 0.058 -4.145 1.530 -0.043
C -0.645 -5.273 2.254 -0.498
C -1.658 -6.008 1.385 -0.050
O 0.343 -6.161 2.757 -0.038
H 0.859 -4.520 0.890 0.070
H 0.534 -3.498 2.271 0.073
H -0.578 -3.531 0.896 0.046
H -1.230 -4.846 3.081 0.132
H -2.410 -5.375 0.915 0.054
H -2.181 -6.775 1.961 0.080
H -1.115 -6.494 0.568 0.085
H -0.067 -6.678 3.457 0.090
C -0.615 6.780 0.219 -0.052
C -1.609 5.709 0.642 -0.495
C -1.100 4.810 1.755 -0.054
O -2.815 6.369 1.057 -0.054
H 0.308 6.313 -0.129 0.071
H -0.340 7.486 1.002 0.082
H -1.084 7.325 -0.601 0.081
H -1.854 5.126 -0.251 0.119
H -1.017 5.348 2.696 0.090
H -0.173 4.347 1.401 0.064
H -1.775 3.961 1.911 0.048
H -3.525 5.720 1.032 0.082
O -3.290 2.872 -0.675 -0.061
H -3.216 3.071 -1.613 0.037
H -2.637 2.167 -0.519 -0.006
```



(3)
Molecular formula: C3H5NO2
Method: DFT, ωB97M-V/def2-TZVPD

Values from the calculation:
Frontier orbital gap = 9.15 eV
E_HOMO = -8.6 eV
ΔE to the lowest compared entry with this formula, charge and spin = 3.560 eV
E_tot = -322.44350 a.u.

The geometry in XYZ format:
```
11
Properties=species:S:1:pos:R:3:nbo_charge:R:1
C 0.905 1.091 -0.121 -0.441
N 0.518 -0.067 0.644 -0.530
C 0.176 -1.480 -0.183 0.660
O 0.752 -2.006 -1.055 -0.471
C -0.756 -0.673 0.674 0.196
O -1.916 -0.136 0.125 -0.679
H 1.946 1.328 0.113 0.220
H 0.842 0.943 -1.213 0.171
H 0.296 1.963 0.162 0.202
H -1.005 -1.120 1.634 0.195
H -1.758 0.156 -0.781 0.478
```



(4)
Molecular formula: C6H18N
Method: DFT, ωB97M-V/def2-TZVPD

Values from the calculation:
Charge = +1
Frontier orbital gap = 10.95 eV
E_HOMO = -14.3 eV
ΔE to the lowest compared entry with this formula, charge and spin = 1.828 eV
E_tot = -293.84055 a.u.

The geometry in XYZ format:
```
25
Properties=species:S:1:pos:R:3:nbo_charge:R:1
C 2.001 -1.934 0.014 -0.204
C 0.646 -2.448 0.405 -0.691
N 1.919 -0.334 -0.004 -0.702
H 2.701 -2.134 0.809 0.228
H 2.388 -2.414 -0.916 0.253
H 0.745 -3.521 0.758 0.272
H -0.121 -2.685 -0.311 0.260
H 1.682 0.102 0.889 0.455
H 2.713 0.156 -0.387 0.438
H 1.210 -0.149 -0.706 0.452
H 0.367 -1.958 1.352 0.233
C -0.662 1.319 -0.351 -0.290
C -0.457 1.250 1.183 -0.682
C -1.164 -0.049 -0.939 -0.649
C -1.912 2.226 -0.636 -0.597
H 0.065 1.890 -0.905 0.219
H -1.117 2.078 1.699 0.253
H -0.753 -0.866 -0.368 0.195
H -2.290 0.022 -0.927 0.250
H -0.961 -0.153 -2.007 0.223
H -2.553 1.997 -1.473 0.220
H -2.483 2.311 0.317 0.215
H -1.594 3.280 -0.876 0.216
H 0.500 1.549 1.608 0.201
H -0.870 0.464 1.770 0.234
```



(5)
Molecular formula: C2H10O2S2
Method: DFT, ωB97M-V/def2-TZVPD

Values from the calculation:
Charge = +1
2S+1 = 2
Frontier orbital gap (spin up / spin down) = 9.71 / 6.25 eV
E_HOMO (spin up / spin down) = -14.2 / -14.2 eV
<S²> = 0.75
ΔE to the lowest compared entry with this formula, charge and spin = 1.272 eV
E_tot = -1028.70396 a.u.

The geometry in XYZ format:
```
16
Properties=species:S:1:pos:R:3:nbo_charge:R:1
C 0.335 1.014 -2.257 -0.765
S -0.372 0.861 -0.563 0.467
S 0.714 -0.482 0.427 0.409
C 2.220 -0.863 -0.638 -0.755
H 0.327 0.114 -2.931 0.282
H 1.347 1.353 -2.211 0.257
H -0.163 1.943 -2.578 0.280
H 1.942 -1.456 -1.502 0.258
H 2.740 -1.623 0.041 0.281
H 2.953 -0.016 -0.768 0.282
H -0.649 -2.949 -0.213 0.431
H -0.991 -3.688 -1.317 0.459
O -1.338 -3.529 -0.386 -0.888
H -0.926 2.741 3.181 0.454
H -2.315 3.012 2.795 0.462
O -1.795 2.729 3.516 -0.915
```